Below is a molecular structure, C53H40Cl4InN7O2, with properties calculated with wB97M-V/def2-TZVPD.

XYZ file:
```
107
Properties=species:S:1:pos:R:3:forces:R:3:lowdin_charge:R:1
In -0.9911 0.0692 0.4763 -0.6091 0.1013 0.1506 0.879
Cl 3.0323 -8.4230 0.5420 0.0899 -0.1374 -0.0402 0.668
C 2.3372 -6.8381 0.4994 -0.1200 0.1729 0.0297 -0.673
C 1.2516 -6.5571 1.3146 0.0434 -0.1008 0.0049 -0.093
C 0.6964 -5.2907 1.3008 0.1059 0.0731 -0.1363 -0.017
C 1.2175 -4.3091 0.4662 0.0981 -0.1382 0.0146 -0.209
C 2.2956 -4.6125 -0.3597 -0.0750 0.0291 0.1561 -0.024
C 2.8659 -5.8721 -0.3439 -0.0262 -0.2125 0.0474 -0.090
C 0.6310 -2.9508 0.4310 -0.2132 0.0428 0.0531 -0.057
C 0.8512 -2.1402 1.5547 0.0526 -0.0824 -0.0271 -0.251
C 1.4910 -2.5310 2.7797 0.0913 -0.0278 0.0200 0.022
C 1.5041 -1.4418 3.5915 -0.0198 -0.0863 -0.0149 0.034
C 0.8932 -0.3673 2.8607 0.1010 0.0387 0.1327 -0.215
C 0.6680 0.9297 3.3362 0.0073 0.0840 -0.1815 -0.051
C 0.9658 1.1914 4.7653 0.0208 -0.0036 0.1844 -0.215
C -0.1120 1.2387 5.6452 0.1139 -0.0163 -0.0490 -0.004
C 0.0872 1.4732 6.9916 0.0705 0.0224 0.1332 -0.088
C 1.3764 1.6722 7.4609 -0.0232 -0.0265 -0.2093 -0.675
Cl 1.6342 1.9790 9.1446 0.0353 0.0241 0.1718 0.667
C 2.4607 1.6307 6.5994 -0.0118 -0.0197 0.1555 -0.099
C 2.2513 1.3835 5.2536 -0.1173 -0.0064 -0.0664 -0.024
C 0.0790 1.9857 2.6325 0.1450 -0.0752 0.1564 -0.213
N -0.4719 1.9187 1.3962 0.0770 0.2044 -0.0160 0.065
C -0.9900 3.1316 1.0988 0.0449 0.0533 -0.0842 -0.206
C -1.7278 3.4481 -0.0481 -0.0832 -0.1436 -0.0338 -0.053
C -2.1207 4.8697 -0.2147 -0.0279 0.1713 -0.0282 -0.221
C -3.4331 5.2843 -0.0145 0.1393 -0.0278 0.0030 -0.016
C -3.7837 6.6151 -0.1564 -0.0150 0.1496 -0.0767 -0.094
C -2.8160 7.5381 -0.5198 0.0760 -0.2155 0.0368 -0.675
Cl -3.2476 9.2021 -0.7131 -0.0532 0.1651 -0.0163 0.670
C -1.5039 7.1444 -0.7297 -0.0633 0.1217 -0.0177 -0.095
C -1.1634 5.8141 -0.5701 -0.1152 -0.0893 0.0287 -0.020
C -2.1365 2.5551 -1.0425 0.0556 0.1630 0.1292 -0.217
C -2.8242 2.9203 -2.2480 -0.0250 -0.1231 -0.1850 0.027
C -3.0040 1.7839 -2.9660 -0.0229 0.2982 0.0362 0.017
C -2.4230 0.7074 -2.2093 0.0364 -0.2036 -0.1252 -0.235
N -1.9201 1.2150 -1.0577 0.0294 -0.0417 -0.0367 0.037
C -2.2858 -0.6126 -2.6712 0.0797 0.1777 0.1314 -0.049
C -1.4821 -1.6097 -2.0952 -0.0442 0.0639 -0.0049 -0.203
C -1.2227 -2.9161 -2.6439 0.1411 -0.2175 0.0458 0.019
C -0.3592 -3.5380 -1.8040 -0.1652 0.0267 -0.1382 0.031
C -0.1109 -2.6355 -0.7109 0.1327 -0.1059 0.1726 -0.207
N -0.8008 -1.4917 -0.9327 -0.0373 -0.0697 -0.2389 0.055
C -3.0214 -0.9367 -3.9100 -0.1067 -0.0333 -0.1946 -0.197
C -4.4015 -0.7472 -3.9602 0.1175 -0.1617 -0.0080 -0.027
C -5.1189 -1.0260 -5.1074 0.0049 -0.0009 -0.1423 -0.092
C -4.4513 -1.4987 -6.2267 0.0879 0.0080 0.2117 -0.675
Cl -5.3400 -1.8497 -7.6672 -0.0962 -0.0458 -0.1653 0.672
C -3.0799 -1.6954 -6.2008 -0.0860 -0.0061 -0.1044 -0.093
C -2.3724 -1.4036 -5.0496 -0.1031 0.0760 0.0605 -0.032
C -0.7103 4.0405 2.1797 0.1271 -0.0235 0.1288 0.029
C -0.0571 3.3299 3.1314 -0.1262 0.1472 -0.0825 0.031
N 0.5427 -0.8247 1.6355 0.3782 -0.1661 0.0502 0.018
H 0.8361 -7.3257 1.9464 0.0182 -0.1134 0.0734 0.106
H -0.1536 -5.0578 1.9276 -0.0464 -0.0132 0.0323 0.127
H 2.6790 -3.8395 -1.0095 0.0818 0.0671 -0.0738 0.112
H 3.7026 -6.1158 -0.9809 0.0710 -0.0049 -0.0306 0.106
H 1.8730 -3.5105 2.9908 0.0936 -0.1664 0.0800 0.111
H 1.8924 -1.3732 4.5894 0.0512 -0.0035 0.1730 0.114
H -1.1062 1.0780 5.2561 -0.1548 -0.0260 -0.0389 0.125
H -0.7491 1.4969 7.6723 -0.0503 0.0282 0.0936 0.107
H 3.4584 1.7843 6.9796 0.0764 0.0320 0.0617 0.104
H 3.0947 1.3507 4.5802 0.0792 -0.0076 -0.0995 0.123
H -4.1806 4.5589 0.2679 -0.0929 -0.0903 0.0345 0.128
H -4.7999 6.9401 0.0064 -0.0700 0.0220 0.0165 0.106
H -0.7619 7.8719 -1.0195 0.0495 0.0817 -0.0091 0.105
H -0.1457 5.4916 -0.7286 0.1391 -0.0025 -0.0221 0.126
H -3.0957 3.9203 -2.5243 -0.0719 0.1699 -0.0630 0.115
H -3.4461 1.6973 -3.9396 -0.0687 -0.0108 -0.1244 0.114
H -1.6434 -3.3192 -3.5452 -0.0617 -0.0399 -0.0755 0.107
H 0.0533 -4.5251 -1.9034 -0.0009 -0.1006 -0.0201 0.115
H -4.9164 -0.3888 -3.0818 -0.0575 0.0279 0.0910 0.127
H -6.1870 -0.8775 -5.1318 -0.0957 -0.0126 -0.0523 0.107
H -2.5694 -2.0687 -7.0750 0.0075 0.0073 -0.1069 0.106
H -1.3002 -1.5239 -5.0399 0.1226 -0.0109 -0.0010 0.119
H -0.9937 5.0769 2.2070 -0.0180 0.0947 0.0276 0.116
H 0.2989 3.6823 4.0822 0.0385 0.0216 0.0941 0.118
C -2.8249 -2.6786 3.2628 -0.0951 0.1341 0.2102 -0.062
O -2.3988 -1.9876 2.0831 -0.2099 -0.9464 -0.0440 -0.137
C -2.3028 -0.6451 2.1251 0.1402 0.8800 -0.2376 -0.481
O -2.5910 -0.0099 3.1153 -0.1914 -0.0120 0.2364 -0.004
H -1.9542 -3.1370 3.7380 -0.0499 0.0399 0.0020 0.085
H -3.5318 -3.4524 2.9654 0.0517 0.0460 -0.0294 0.085
H -3.2936 -1.9728 3.9517 0.0465 -0.1864 -0.0357 0.081
C 5.1056 -1.6273 -1.1003 -0.0456 0.2868 0.1403 -0.159
C 4.3904 -1.2248 0.1817 0.2186 -0.1337 -0.0829 -0.187
N 3.0269 -0.9076 -0.1596 0.1122 -0.1167 0.2001 0.075
C 2.7054 -0.0986 -1.2164 -0.3832 0.0728 -0.1421 -0.370
N 1.5447 0.4612 -1.2032 0.1066 0.0995 0.1291 0.076
C 1.1807 1.2809 -2.3397 0.0652 -0.0439 -0.1756 -0.223
C 1.8376 0.8011 -3.6296 0.0961 0.2131 0.2248 -0.156
C 3.3408 0.7702 -3.4011 -0.2347 0.0851 -0.2067 -0.167
N 3.6207 -0.0471 -2.2422 0.1202 -0.0881 -0.1088 -0.052
C 4.9974 -0.4649 -2.0785 0.2187 -0.1925 0.1053 -0.165
H 4.6174 -2.5074 -1.5203 0.0107 -0.0500 -0.0275 0.104
H 6.1520 -1.8650 -0.9097 0.0167 0.0183 -0.0127 0.115
H 4.9134 -0.3715 0.6442 -0.0071 -0.1134 0.0007 0.122
H 4.3765 -2.0463 0.9028 0.0321 0.0687 -0.0288 0.118
H 2.3712 -0.7941 0.5973 0.0543 0.1000 -0.0093 0.093
H 1.4731 2.3210 -2.1359 -0.1321 0.0215 -0.1169 0.119
H 0.0952 1.2542 -2.4372 0.0364 0.1236 -0.0673 0.084
H 1.5911 1.4511 -4.4691 -0.0132 0.0050 -0.0344 0.113
H 1.4856 -0.2093 -3.8477 -0.0200 -0.0423 -0.0810 0.115
H 3.7254 1.7937 -3.2667 -0.0165 -0.0825 -0.0497 0.129
H 3.8581 0.3303 -4.2617 -0.0156 0.0544 0.1077 0.120
H 5.6190 0.3746 -1.7246 -0.0166 -0.0883 -0.0639 0.128
H 5.3787 -0.7644 -3.0622 -0.0512 0.0915 0.1154 0.121
```
Forces are in eV/Å.

Electronic energy   -125402.243 eV
Multiplicity   1
HOMO   -6.9 eV
Kohn-Sham gap   5.52 eV

***

Below is a molecular structure, C2H10MnNOP in a non-equilibrium geometry, with properties calculated with wB97M-V/def2-TZVPD.

XYZ file:
```
16
Properties=species:S:1:pos:R:3:forces:R:3:lowdin_spin:R:1
C 1.7039 -1.0058 -0.2115 -0.2718 0.4652 0.4684 0.022
C 1.3394 0.3154 0.5002 0.4501 -0.0726 -0.6967 0.009
N 0.2526 1.0576 -0.1378 -0.5291 -1.8157 -0.7680 0.100
P -1.4589 0.5282 0.2762 -1.1777 0.3946 0.7422 0.028
O -3.0677 0.2384 0.3832 0.5077 -0.4255 -0.2533 0.014
H 1.7813 -1.8258 0.4800 0.0408 -0.5241 0.2545 0.003
H 0.8940 -1.3648 -0.8949 -0.2286 -0.1748 -0.2626 0.006
H 2.6374 -0.9522 -0.7428 0.2933 0.0742 -0.4594 0.001
H 1.1143 0.1459 1.5390 -0.4022 -0.0369 0.4378 0.001
H 2.2128 0.9414 0.4874 0.4291 0.3814 0.1595 0.003
H 0.4626 1.2167 -1.1218 0.6738 1.7805 0.0233 0.009
H -1.7649 0.9022 -1.1255 0.1596 -0.1043 -0.3013 0.012
H -1.0739 -0.8131 0.5039 0.2603 0.0651 -0.0113 0.006
H -1.4516 1.3931 1.3711 0.3280 0.0356 -0.0008 0.006
H -3.2698 -0.5891 0.8497 -0.3724 0.2227 0.0221 0.001
Mn -0.3115 -0.1881 -2.1565 -0.1610 -0.2655 0.6454 4.782
```
Forces are in eV/Å.

Electronic energy   -46360.095 eV
Multiplicity   6
HOMO (spin up / spin down)   -18.8 / -18.8 eV
Kohn-Sham gap (spin up / spin down)   6.99 / 6.91 eV
Net charge   +2
⟨S²⟩   8.7560

***

Below is a molecular structure, C6H9O4Pb in a non-equilibrium geometry, with properties calculated with wB97M-V/def2-TZVPD.

XYZ file:
```
20
Properties=species:S:1:pos:R:3:forces:R:3:nbo_charge:R:1
O 2.1375 -0.3291 -0.2255 -0.6394 -1.3223 0.1225 -0.679
Pb 1.3210 1.6554 -0.0795 -0.3942 4.6241 0.1042 1.656
O 3.2996 1.4764 -0.4135 3.6732 -0.2822 -0.5642 -0.848
C 3.4241 0.2068 -0.4027 3.9172 -1.5513 -0.7386 0.957
O 4.3866 -0.5101 -0.5323 -1.6498 0.7096 0.2882 -0.547
C 1.9158 -1.7470 -0.1877 0.2109 -1.0642 -0.0145 -0.070
C 0.4267 -1.9897 -0.2442 -0.1562 0.0241 0.0981 -0.641
H 2.4341 -2.1956 -1.0448 -0.0747 0.2199 0.2631 0.226
H 2.3593 -2.1372 0.7380 -0.0765 0.1207 -0.3074 0.216
H -0.0223 -1.4793 -1.1076 0.1117 -0.2071 0.0751 0.200
H 0.2418 -3.0666 -0.3452 -0.0090 0.3130 0.0432 0.261
H -0.0659 -1.6371 0.6720 0.0689 -0.1356 -0.1606 0.208
C -3.0678 1.0758 0.4769 -0.6222 0.1643 0.6032 -0.357
C -3.5408 2.2913 0.7915 0.6093 -0.5434 1.1724 -0.246
H -3.5872 0.1582 0.7582 -0.4484 0.1444 -0.9979 0.255
H -2.8438 3.1122 0.9861 -0.3623 0.1236 -1.0584 0.219
H -4.5660 2.4222 1.1351 0.2897 -0.1050 0.0059 0.235
O -0.7341 1.3828 0.3176 -4.4256 -1.4853 0.3230 -0.708
C -1.7714 0.9097 -0.1569 -0.1049 0.4423 0.4731 0.499
H -1.7472 0.4010 -1.1357 0.0823 -0.1895 0.2696 0.166
```
Forces are in eV/Å.

Electronic energy   -19796.065 eV
Multiplicity   1
Energy relative to the best compared isomer or geometry (same formula, charge and spin)   0.0 kJ/mol
HOMO   -13.5 eV
Kohn-Sham gap   8.37 eV
Net charge   +1

***

Below is 2 unconnected molecules or ions with the total composition C3H9NO2 in a non-equilibrium geometry, with properties calculated with wB97M-V/def2-TZVPD.

XYZ file:
```
15
Properties=species:S:1:pos:R:3:forces:R:3:nbo_charge:R:1
C -1.3777 -0.8187 -0.7164 -1.3428 0.3098 -0.9372 -0.717
C -0.3318 -1.6392 -0.0564 1.8293 -0.1841 -0.3250 0.671
N 0.9147 -1.4727 -0.6152 0.0797 0.8568 -0.8228 -0.834
O -0.4827 -2.4426 0.8349 -0.6933 0.0182 0.2852 -0.607
H -2.1396 -1.5136 -1.0842 -0.1291 0.0805 0.3628 0.238
H -1.0822 -0.2655 -1.6084 0.5791 -0.1727 0.0938 0.219
H -1.8374 -0.0462 -0.1090 -0.0543 -0.3813 0.4886 0.243
H 1.6939 -2.0646 -0.4038 -0.0914 -0.2520 0.4280 0.399
H 1.0744 -0.7889 -1.3495 -0.2562 -0.3811 0.3605 0.386
C 0.9356 1.8567 0.8584 0.6904 -1.7281 0.2255 -0.261
O -0.3245 1.9493 0.2084 0.1204 0.5571 0.8575 -0.717
H 1.4203 2.7442 1.2672 -0.4177 0.5346 -0.5573 0.169
H 1.5750 1.3405 0.1403 0.3040 0.4731 0.0117 0.178
H 0.9298 1.1521 1.7109 -0.4043 0.1364 -0.2064 0.168
H -0.9678 2.0091 0.9230 -0.2139 0.1330 -0.2646 0.465
```
Forces are in eV/Å.

Electronic energy   -8841.824 eV
SMILES string   CC(N)=O.CO
Multiplicity   1
Energy relative to the best compared isomer or geometry (same formula, charge and spin)   109.1 kJ/mol
HOMO   -9.8 eV
Kohn-Sham gap   10.60 eV